Entry 1:
{
  "formula": "C27H33BNO3PS5V",
  "method": "ωB97M-V/def2-TZVPD",
  "elements": ["V", "C", "C", "S", "C", "C", "S", "C", "C", "S", "C", "C", "S", "H", "H", "H", "H", "H", "H", "H", "H", "H", "H", "H", "H", "H", "H", "H", "H", "O", "S", "O", "O", "C", "C", "C", "C", "C", "C", "P", "C", "C", "C", "C", "C", "C", "C", "C", "C", "C", "C", "C", "H", "H", "H", "H", "H", "H", "H", "H", "H", "H", "H", "H", "H", "H", "B", "C", "N", "H", "H", "H"],
  "coordinates": [[-0.0878, 0.0584, -0.4745], [1.9121, -1.5129, 2.1543], [0.6307, -1.9839, 2.8230], [-0.5278, -2.6423, 1.5548], [-2.1813, -2.1891, 2.2131], [-2.7794, -1.0528, 1.3991], [-1.5454, 0.3149, 1.3738], [-2.5848, 1.8317, 1.4453], [-1.9182, 2.7814, 2.4232], [-0.1357, 2.9258, 2.0211], [0.6378, 1.8256, 3.2766], [1.9427, 1.2764, 2.7331], [1.8325, 0.1110, 1.3140], [2.1877, -2.2069, 1.3572], [2.7290, -1.4666, 2.8755], [0.1350, -1.1835, 3.3685], [0.8603, -2.8026, 3.5077], [-2.0676, -1.9258, 3.2622], [-2.7992, -3.0817, 2.1350], [-3.6994, -0.6814, 1.8506], [-2.9585, -1.3628, 0.3681], [-3.5912, 1.5542, 1.7601], [-2.6042, 2.2690, 0.4475], [-2.0077, 2.4374, 3.4518], [-2.3371, 3.7822, 2.3385], [-0.0712, 1.0396, 3.5315], [0.8393, 2.4336, 4.1596], [2.5029, 0.7675, 3.5167], [2.5426, 2.1035, 2.3510], [0.8451, 1.7438, -0.9336], [1.7061, 1.0245, -1.9171], [3.0445, 1.4982, -1.9907], [1.5351, -0.4012, -1.6134], [0.8869, 1.2663, -3.4873], [1.6373, 1.3987, -4.6388], [0.9958, 1.5407, -5.8590], [-0.3891, 1.5533, -5.9094], [-1.1370, 1.4348, -4.7516], [-0.5006, 1.2742, -3.5208], [-1.4681, 1.1879, -1.9834], [-2.9569, 0.2314, -2.4047], [-4.0984, 0.3759, -1.6161], [-5.1740, -0.4781, -1.7820], [-5.1276, -1.4789, -2.7396], [-3.9927, -1.6343, -3.5209], [-2.9058, -0.7957, -3.3447], [-2.0060, 2.9381, -1.8847], [-1.2462, 3.8695, -1.1780], [-1.6157, 5.2022, -1.1561], [-2.7369, 5.6252, -1.8486], [-3.4849, 4.7086, -2.5701], [-3.1290, 3.3711, -2.5918], [2.7112, 1.3973, -4.5510], [1.5730, 1.6399, -6.7647], [-0.8921, 1.6549, -6.8595], [-2.2169, 1.4550, -4.8018], [-4.1397, 1.1612, -0.8726], [-6.0449, -0.3699, -1.1542], [-5.9720, -2.1364, -2.8743], [-3.9403, -2.4293, -4.2488], [-2.0085, -0.9428, -3.9311], [-0.3603, 3.5446, -0.6521], [-1.0178, 5.9104, -0.6015], [-3.0201, 6.6671, -1.8382], [-4.3500, 5.0406, -3.1238], [-3.7276, 2.6687, -3.1546], [-0.7173, -3.6666, -2.5603], [-0.8414, -2.3854, -1.7873], [-0.8749, -1.3931, -1.1592], [0.3546, -4.1080, -2.2968], [-1.5937, -4.4138, -2.2768], [-0.7572, -3.3450, -3.7102]],
  "atomic_forces_ev_per_a": [[1.2961, 1.4792, 3.2405], [-0.1879, 0.1673, -0.2238], [-0.3437, -0.3720, -0.0863], [0.2704, 0.4031, 0.4728], [0.4810, -0.0607, -0.2688], [0.2569, 0.1036, -0.1661], [-1.5442, 0.0086, 0.9205], [0.2168, -0.2243, -0.0913], [0.5278, 0.0057, -0.1287], [0.0226, -0.1529, 0.3241], [-0.3279, 0.3421, -0.1115], [-0.3534, 0.0722, -0.4052], [0.5207, -0.3563, 0.7329], [0.1699, -0.0040, 0.0834], [0.0282, -0.0037, -0.0955], [0.0203, -0.0169, 0.0597], [0.0316, 0.1414, 0.0584], [-0.0578, -0.0023, 0.0449], [-0.0633, 0.0227, 0.0427], [0.0088, 0.0211, -0.0573], [-0.1388, 0.0413, 0.1328], [0.0207, -0.0126, -0.0598], [-0.1742, 0.0180, 0.1529], [-0.0663, 0.0551, 0.0285], [-0.0898, -0.0052, 0.0564], [0.0788, 0.0525, 0.0256], [0.0494, -0.1145, 0.0390], [0.0669, -0.0149, -0.0631], [0.1392, -0.0893, 0.0697], [0.1846, 0.5469, 0.2435], [2.1599, 1.3611, -2.4347], [-0.2141, -0.0597, -0.0283], [-0.1913, -0.6984, 0.1983], [0.0584, -0.0764, 0.4309], [0.2092, 0.0509, 0.0784], [0.0074, -0.0472, 0.1329], [-0.0041, 0.0216, -0.0956], [0.1152, -0.0286, 0.2218], [-0.1626, -0.0777, -0.2072], [-1.5154, 0.5681, -1.3757], [-0.0221, 0.0621, 0.0734], [0.2295, 0.0873, -0.0505], [-0.0696, -0.0242, 0.0614], [0.0648, 0.0474, -0.0124], [0.0142, -0.0710, 0.0251], [0.0082, 0.2180, -0.0537], [-0.0404, -0.1087, 0.2290], [0.0923, -0.2173, 0.0784], [0.0464, 0.0749, 0.0466], [0.0015, 0.0009, -0.0395], [-0.0697, 0.0549, -0.0533], [0.0707, -0.1469, 0.0801], [0.1792, 0.0100, -0.1145], [0.0672, 0.0063, -0.0628], [-0.0347, 0.0359, -0.0614], [-0.0237, 0.0075, -0.0184], [-0.0823, 0.0593, 0.0474], [-0.1298, 0.0530, 0.0230], [-0.0743, -0.0842, -0.0053], [0.0175, -0.0537, -0.0754], [-0.0419, -0.0915, -0.0458], [-0.0406, 0.1075, -0.0064], [0.0467, 0.0563, 0.0333], [-0.0344, 0.0669, 0.0046], [-0.0890, -0.0037, -0.0455], [-0.0428, -0.0298, -0.0164], [0.0076, -0.4483, -0.4095], [-0.0738, 0.9321, 0.7971], [-1.4124, -3.5404, -2.2456], [0.4299, -0.0998, 0.1746], [-0.4311, -0.1835, 0.1700], [-0.0690, 0.1576, -0.4191]],
  "mulliken_spin": [2.078, -0.004, 0.000, -0.002, 0.003, 0.006, -0.043, 0.008, 0.001, 0.007, -0.002, 0.003, -0.009, -0.001, 0.000, 0.001, 0.001, 0.000, 0.000, 0.002, 0.003, 0.001, 0.001, 0.000, 0.000, -0.001, 0.000, 0.000, 0.000, 0.013, 0.016, -0.004, 0.012, 0.002, 0.000, 0.001, 0.000, -0.003, -0.020, -0.098, 0.026, -0.006, 0.001, -0.003, 0.003, -0.004, -0.010, 0.000, 0.003, -0.001, 0.001, -0.002, 0.000, 0.000, 0.000, 0.000, 0.000, 0.000, 0.000, 0.001, -0.001, 0.002, 0.000, 0.000, 0.000, -0.001, 0.005, 0.081, -0.085, 0.010, 0.009, -0.002],
  "spin_multiplicity": 3,
  "molar_mass_g_mol": 672.6,
  "charge": 1,
  "e_above_lowest_ev": 1.404,
  "lumo_energy_ev": [-3.7, -3.1],
  "largest_force_ev_per_a": 4.42
}

---

Entry 2:
{
  "formula": "C3H16NO4",
  "method": "ωB97M-V/def2-TZVPD",
  "elements": ["C", "O", "C", "C", "N", "H", "H", "H", "H", "H", "H", "H", "H", "H", "H", "H", "H", "O", "H", "H", "O", "H", "H", "O"],
  "coordinates": [[-1.5131, -0.2215, 0.5675], [-0.2554, 0.1362, 1.1072], [-1.4104, -0.5771, -0.9287], [-2.5765, 0.0307, -1.7029], [-0.1385, 0.1083, -1.4273], [-2.0397, -1.0275, 1.0876], [-2.1420, 0.6588, 0.6991], [0.0834, -0.6103, 1.6407], [-1.3136, -1.5894, -1.3168], [-3.0205, 0.9057, -1.2331], [-3.4111, -0.6499, -1.8634], [-2.2989, 0.3213, -2.7212], [-0.3554, 1.0963, -1.5761], [0.6074, 0.0307, -0.7281], [0.1038, -0.1606, -2.3757], [3.4863, 1.1844, -1.0318], [2.6007, 2.3091, -1.3982], [2.5725, 1.3520, -1.2894], [0.7546, -2.8756, 1.6477], [1.4717, -2.4841, 2.8707], [0.8724, -2.0981, 2.2095], [3.3950, 1.5381, 2.7487], [1.8800, 1.3996, 2.7837], [2.6473, 1.2229, 2.2303]],
  "atomic_forces_ev_per_a": [[0.0121, -0.2184, 0.3232], [-0.2075, -0.7992, 0.1290], [-0.1240, 1.2161, -1.2281], [-0.6109, 0.1271, -0.6614], [-1.0503, 0.6414, -0.3926], [0.3356, -0.0577, 0.1415], [-0.0839, 0.0207, -0.3533], [0.2299, 0.2091, -0.0490], [0.1536, -0.3819, 1.0187], [0.2652, 0.1406, 0.1673], [0.1380, -0.3113, 0.2786], [0.1650, -0.0443, 0.0390], [0.2566, 0.1905, 0.6364], [0.3176, 0.1696, -0.0944], [0.4571, -0.6797, 0.1052], [-0.0704, -0.4143, 0.1343], [-0.2962, 0.0780, -0.0370], [0.1586, 0.2564, -0.1331], [-0.2676, 0.2135, -0.2174], [-0.1661, 0.7109, 0.1007], [0.3880, -1.0636, 0.1154], [-0.0003, -0.0154, -0.0034], [-0.0290, 0.0287, -0.0450], [0.0291, -0.0170, 0.0256]],
  "nbo_charge": [-0.094, -0.746, -0.076, -0.650, -0.680, 0.209, 0.196, 0.522, 0.223, 0.232, 0.256, 0.222, 0.430, 0.490, 0.435, 0.490, 0.480, -0.966, 0.480, 0.501, -0.957, 0.475, 0.473, -0.947],
  "spin_multiplicity": 1,
  "molar_mass_g_mol": 130.2,
  "charge": 1,
  "e_above_lowest_ev": 0.698,
  "lumo_energy_ev": -2.8,
  "largest_force_ev_per_a": 1.73
}

---

Entry 3:
{
  "formula": "C33H34N3P2SY",
  "method": "ωB97M-V/def2-TZVPD",
  "elements": ["Y", "C", "P", "C", "C", "C", "C", "C", "C", "C", "C", "C", "C", "C", "C", "C", "C", "C", "C", "C", "P", "C", "C", "C", "C", "C", "C", "C", "C", "C", "C", "C", "C", "N", "H", "H", "H", "H", "H", "H", "H", "H", "H", "H", "H", "H", "H", "H", "H", "H", "H", "H", "H", "H", "H", "H", "H", "H", "H", "H", "C", "N", "C", "S", "N", "C", "H", "H", "H", "H", "H", "H", "H", "H"],
  "coordinates": [[15.2651, 10.2647, 7.6242], [13.5283, 9.4353, 10.7882], [12.6813, 9.4925, 9.1107], [13.6854, 8.2656, 8.1120], [14.8078, 7.5621, 8.5582], [15.5633, 6.7980, 7.6512], [15.1575, 6.7522, 6.3109], [13.9757, 7.3583, 5.9191], [13.2900, 8.1806, 6.8081], [11.0376, 8.7829, 9.2606], [10.9552, 7.4537, 9.6785], [9.6804, 6.8208, 9.6411], [8.5574, 7.5297, 9.2545], [8.6487, 8.8808, 8.9714], [9.8713, 9.4807, 8.9465], [14.8835, 10.1228, 10.8323], [15.4142, 10.5226, 12.0325], [16.7154, 10.9866, 11.7394], [16.8835, 10.8714, 10.3687], [18.0779, 11.1854, 9.5356], [17.9828, 10.4526, 7.8783], [18.7349, 8.7545, 7.8258], [18.5571, 7.8712, 8.8947], [19.0538, 6.5714, 8.8353], [19.6476, 6.1553, 7.6676], [19.8088, 7.0434, 6.5835], [19.3506, 8.3383, 6.6094], [18.9504, 11.4627, 6.7802], [20.0531, 12.2037, 7.1789], [20.6881, 13.0741, 6.3001], [20.1531, 13.3379, 5.0485], [18.9914, 12.6808, 4.6599], [18.4031, 11.7519, 5.5085], [15.7617, 10.3796, 9.7748], [13.4598, 8.3759, 11.2327], [12.8130, 9.9308, 11.4271], [15.0979, 7.5351, 9.5808], [16.3268, 6.1448, 8.0157], [15.7240, 6.1964, 5.5971], [13.5684, 7.1022, 4.9430], [12.3766, 8.7147, 6.5502], [11.7422, 6.7985, 9.9701], [9.6060, 5.7058, 9.7861], [7.6978, 6.8991, 9.1108], [7.8111, 9.4382, 8.7479], [10.0518, 10.4888, 8.6415], [14.9163, 10.3101, 12.9612], [17.4675, 11.3257, 12.4303], [18.9700, 11.0631, 10.0806], [18.1029, 12.2464, 9.3355], [18.0317, 8.2307, 9.7746], [19.0467, 5.9268, 9.7253], [20.0260, 5.1429, 7.5533], [20.2344, 6.6693, 5.6782], [19.5428, 8.9591, 5.7577], [20.4498, 12.0433, 8.1430], [21.5154, 13.7063, 6.6313], [20.6361, 13.9815, 4.3581], [18.4586, 12.8200, 3.7543], [17.5105, 11.2472, 5.1251], [11.6685, 14.9677, 8.7840], [12.4925, 13.9639, 8.0686], [13.5923, 13.3448, 8.4822], [14.7038, 12.8218, 7.2527], [13.9670, 13.1764, 9.7568], [13.2001, 13.4178, 10.9890], [11.1614, 15.5423, 7.9955], [12.3575, 15.6081, 9.3151], [10.9347, 14.5493, 9.4403], [12.3027, 13.8661, 7.0761], [14.8278, 12.6471, 9.8677], [13.5258, 14.3664, 11.4062], [13.4876, 12.5930, 11.6569], [12.1693, 13.4907, 10.8522]],
  "atomic_forces_ev_per_a": [[-0.7602, -0.0713, 0.0943], [-0.5981, -1.4454, -0.7321], [1.3979, 0.5529, 0.5237], [-0.2613, 0.3184, 2.0344], [0.3487, -0.6281, -0.8035], [-1.2190, 0.5306, -0.2298], [0.1152, -0.0017, 0.7643], [-0.2008, 0.0558, -0.4906], [-0.5802, -0.2210, -1.3068], [0.4722, -1.3288, 0.5760], [-2.4778, -0.6934, -0.3158], [1.2735, -0.5989, -0.1711], [0.5619, -0.9434, 0.0917], [0.6136, -0.9811, 0.3193], [1.5992, 0.2533, 0.0068], [-1.2328, -0.3426, 0.5407], [0.1479, -0.4923, -0.8659], [0.5025, 0.0805, -0.5151], [0.6414, 0.2611, 0.8882], [-0.7543, 0.7450, -0.2085], [0.8744, -1.2388, -0.0607], [-0.2906, 0.5666, -0.6223], [0.0446, 0.5822, -0.2026], [0.0983, 0.0365, 0.5854], [0.4565, 0.0981, -0.8497], [-0.5091, -0.8558, 0.3252], [-0.2276, -0.3275, 1.8242], [-0.7074, 1.0417, -1.1293], [0.2034, -0.2724, -0.8154], [-0.1079, 0.9280, 0.2545], [-0.5554, -0.9600, 0.0763], [-0.1189, -0.7583, 1.0013], [0.2438, -0.1616, 0.2780], [-1.3693, -0.8905, 0.2901], [0.6286, 1.1888, -0.8610], [-0.1553, 0.6199, 0.2548], [0.0361, 0.1935, 0.7613], [0.6578, 0.0542, 0.0336], [0.2152, -0.4474, -0.2836], [0.1331, 0.4851, 0.0305], [0.0711, -0.2097, -0.3940], [0.9866, 0.0896, 0.0585], [0.1258, 1.4343, 0.0928], [-0.7043, 0.5328, 0.0926], [-1.7464, 1.0216, -0.5790], [-0.5228, 0.6683, -0.1680], [0.1724, 0.3130, 0.3263], [0.0454, 0.0550, 0.0705], [1.3007, -0.7652, 0.5492], [-0.1467, 0.6446, -0.3577], [0.1539, -0.0676, 0.1150], [-0.2588, 0.2533, -0.5255], [-0.0269, 0.1605, 0.1509], [0.4176, -0.1840, -0.3765], [-0.1720, 0.5149, -0.1256], [0.4952, -0.0072, 1.0067], [-0.0404, -0.5637, -0.0054], [0.3616, 0.7004, -0.3157], [0.1109, 0.5026, -0.9552], [0.1385, 0.0062, 0.3186], [0.6256, 0.0839, -1.0828], [-0.3695, -0.1160, 0.1138], [0.3025, -0.1221, 0.9326], [0.1222, -0.1802, -0.5453], [-0.8031, 0.0676, -0.9802], [2.2279, -0.0815, 0.3024], [0.1827, -0.1012, 0.4537], [-0.0949, 0.3350, 0.2471], [-0.3623, -0.3502, 0.3094], [0.2502, 0.0953, 0.3117], [-0.1236, 0.2510, 0.0596], [0.1035, 0.0041, 0.2997], [-0.3830, 0.4084, -0.0419], [-1.5793, -0.3257, -0.4489]],
  "mulliken_charge": [0.599, -1.232, 1.015, -1.108, 0.486, -0.444, -0.784, -0.841, -0.094, 0.363, -0.468, -0.578, -0.469, -0.722, -0.289, -0.288, -0.846, -1.642, 0.221, -1.128, 0.907, 0.872, -0.261, -0.891, -0.469, -0.673, -0.995, 0.285, -0.219, -0.835, -0.482, -0.727, -0.068, 0.870, 0.417, 0.727, 0.262, 0.643, 0.524, 0.479, 0.497, 0.306, 0.323, 0.401, 0.488, 0.465, 0.629, 0.622, 0.767, 0.648, 0.457, 0.432, 0.430, 0.443, 0.447, 0.449, 0.383, 0.453, 0.446, 0.260, -1.057, -0.217, 0.942, -0.539, 0.054, -0.984, 0.369, 0.385, 0.322, 0.287, -0.055, 0.384, 0.251, 0.395],
  "spin_multiplicity": 1,
  "molar_mass_g_mol": 655.6,
  "charge": 2,
  "lumo_energy_ev": -6.0,
  "largest_force_ev_per_a": 2.59
}

---

Entry 4:
{
  "formula": "C4H9N3O",
  "method": "ωB97M-V/def2-TZVPD",
  "elements": ["C", "N", "N", "O", "H", "H", "H", "H", "C", "C", "C", "N", "H", "H", "H", "H", "H"],
  "coordinates": [[1.3668, 0.4447, -0.7370], [0.7703, 0.6495, -1.9308], [-1.1764, -1.8185, -0.4973], [2.1142, -0.5064, -0.5476], [0.9177, -0.0098, -2.6768], [0.0781, 1.3786, -1.9963], [-0.8788, -1.6088, -1.4468], [-0.4031, -2.1960, 0.0496], [-1.8080, -0.7708, 0.1143], [1.6919, 1.4350, 1.2490], [-1.7724, -0.4841, 1.4157], [0.9999, 1.3963, 0.1631], [-2.3665, -0.1371, -0.5726], [1.4305, 2.1659, 2.0306], [2.5558, 0.7805, 1.4612], [-2.2958, 0.3827, 1.8042], [-1.2240, -1.1016, 2.1177]],
  "atomic_forces_ev_per_a": [[0.9929, -2.3942, -1.7101], [-0.3640, 0.2292, -0.3144], [0.8381, -0.7606, -0.5242], [-0.1875, 0.3150, 0.1778], [0.0168, 0.1512, 0.0803], [0.1193, -0.1219, -0.1458], [-0.0956, -0.2131, 0.3852], [-0.2775, 0.0464, -0.3138], [-0.2722, 0.9799, 0.4600], [-0.5046, 0.2150, -0.5834], [-0.2159, 0.1349, -0.0303], [0.3879, 1.8325, 3.3074], [-0.0284, -0.0559, 0.1471], [-0.0269, -0.2805, -0.4916], [-0.4334, 0.1053, -0.3553], [0.0049, -0.2059, -0.0699], [0.0461, 0.0224, -0.0189]],
  "nbo_charge": [0.739, -0.809, -0.809, -0.643, 0.403, 0.407, 0.372, 0.380, 0.015, 0.053, -0.534, -0.509, 0.182, 0.176, 0.184, 0.206, 0.189],
  "spin_multiplicity": 1,
  "molar_mass_g_mol": 115.1,
  "smiles": "C=NC(N)=O.C=CN",
  "e_above_lowest_ev": 1.533,
  "lumo_energy_ev": 0.1,
  "largest_force_ev_per_a": 3.80
}